69
Properties=species:S:1:pos:R:3 method="wB97M-V/def2-TZVPD" lumo_energy_ev="0.07 / -0.72" molar_mass_da=572.2 multiplicity=2 largest_force_ev_per_a=2.3 energy_ha=-4047.10884 e_homo_ev="-8.068 / -8.022" s_squared=0.754 charge=0
Cu 0.2099 -0.7895 -0.1616
S 1.6789 -3.0741 -0.6073
O 0.9525 -2.6105 0.6240
O 3.1068 -3.2232 -0.3883
O 1.1178 -4.2863 -1.1735
O 1.3438 -1.8819 -1.4765
C -2.0372 0.7294 -3.8001
C -0.6866 1.4538 -3.7068
C 0.1852 0.4120 -3.0136
O -0.7054 -0.1738 -2.0543
C -1.9508 -0.3799 -2.7456
H -2.1796 0.2631 -4.7748
H -2.8656 1.4211 -3.6480
H -0.7989 2.3494 -3.1007
H -0.2993 1.6930 -4.6964
H 0.9881 0.8675 -2.4342
H 0.5750 -0.3493 -3.6909
H -2.7110 -0.4393 -1.9743
H -1.8947 -1.3464 -3.2572
C -1.0777 0.4798 3.9026
C -0.3216 -0.8232 4.2255
C -0.4221 -1.6269 2.9246
O -0.7035 -0.6868 1.8816
C -1.4703 0.3897 2.4407
H -0.4551 1.3591 4.0840
H -1.9025 0.6179 4.6043
H -0.7584 -1.3554 5.0658
H 0.7225 -0.6029 4.4458
H -1.2771 -2.3110 2.9653
H 0.4715 -2.1916 2.6896
H -2.5348 0.2024 2.2638
H -1.2329 1.2929 1.8815
C -4.0727 -2.7107 -0.6755
C -3.1896 -3.8666 -1.1747
C -1.7590 -3.3745 -0.9676
O -1.8575 -2.0954 -0.2650
C -3.1399 -2.0648 0.3344
H -4.9777 -3.1262 -0.2354
H -4.3087 -2.0104 -1.4744
H -3.3616 -4.1477 -2.2135
H -3.3580 -4.7624 -0.5762
H -1.1903 -3.2079 -1.8789
H -1.1572 -4.0132 -0.3253
H -3.4006 -1.0225 0.5408
H -3.1586 -2.5839 1.3023
C 4.1032 1.0934 0.4777
C 3.6074 1.1477 1.9436
C 2.1883 0.5319 1.8223
O 1.9927 0.1943 0.4558
C 3.3015 -0.0311 -0.1314
H 5.1723 0.8610 0.5066
H 3.9707 2.0412 -0.0405
H 3.6214 2.1933 2.2583
H 4.2141 0.5946 2.6553
H 1.4311 1.2358 2.1633
H 2.1671 -0.3958 2.3991
H 3.2281 0.0938 -1.2089
H 3.6357 -1.0403 0.1106
C 2.0176 4.4860 -0.9346
C 1.7797 4.6312 0.5763
O 0.6480 3.8009 0.8995
S -0.0177 3.2332 -0.4364
O -0.9707 4.1586 -0.9454
O -0.3828 1.8798 -0.2354
O 1.3108 3.2896 -1.3006
H 3.0643 4.3821 -1.2041
H 1.6088 5.3089 -1.5230
H 1.5454 5.6552 0.8566
H 2.6271 4.2623 1.1492